The following is a quantum chemistry calculation of 2 unconnected molecules or ions with the total composition C5H14S at a distorted geometry, from the OMol25 dataset.

Output
Kohn-Sham gap = 9.369 eV
Structure (SMILES) = CCSC.CC
Molar mass = 106.2 g mol⁻¹

Last column: Mulliken charge in e.
Geometry (Å):
C 0.07280 -0.98387 2.42376  -1.4527
C -0.65018 -1.76390 1.35490  -0.4694
S 0.68460 -2.57461 0.07446  -0.1203
C 0.07989 -2.27481 -1.55320  -0.5765
H 0.24200 -0.02011 2.27401  0.4079
H 0.92910 -1.41210 2.76526  0.4022
H -0.60136 -0.75879 3.10836  0.5405
H -1.32709 -2.43061 1.89623  0.3506
H -1.21103 -1.14960 0.72598  0.2967
H 0.76350 -2.78952 -2.29700  0.2902
H -0.89395 -2.82511 -1.58462  0.2503
H -0.09371 -1.14768 -1.69121  0.0829
C 0.06890 1.79865 -0.67479  -0.6299
C 0.53607 3.20466 -1.15391  -1.0218
H 0.73748 0.97182 -0.94106  0.2648
H -0.18758 1.76668 0.33132  0.2405
H -0.80542 1.53639 -1.32971  0.2702
H -0.44100 3.82955 -1.33747  0.2261
H 0.96651 3.30419 -2.05863  0.3937
H 1.13048 3.71877 -0.33267  0.2540



The following is a quantum chemistry calculation of 6 unconnected molecules or ions with the total composition C26H34F5NO21 at a distorted geometry, from the OMol25 dataset.

Output
Kohn-Sham gap = 9.598 eV
Structure (SMILES) = CC(=O)OCCC[C@@H]1OC(=O)O[C@H]1C[C@H](O)CN.O=C1OC[C@@H](F)O1.O=C1OC[C@@H](F)O1.O=C1OC[C@@H](F)O1.O=C1OC[C@@H](F)O1.O=C1OC[C@@H](F)O1
Molar mass = 791.5 g mol⁻¹

Last column: Mulliken charge in e.
Geometry (Å):
C 2.07995 -1.63553 1.45688  -0.6415
C 2.50912 -0.82302 0.26652  0.7292
O 2.42974 -1.29915 -0.89180  -0.7043
O 2.87650 0.46965 0.40279  -0.1681
C 3.97384 0.80820 1.26485  0.4094
C 3.82962 2.22971 1.68644  -0.8993
C 2.61211 2.47655 2.56251  -1.2586
C 1.29114 2.61212 1.80148  0.6649
O 0.60409 3.79172 2.30012  -0.4885
C -0.24822 3.39033 3.27228  0.4917
O -1.07407 4.13610 3.87513  -0.6234
O -0.06859 2.05532 3.50525  -0.5498
C 0.25462 1.56169 2.18816  0.8302
C -1.02705 1.59609 1.34111  -2.6741
C -1.16002 0.52541 0.25349  1.7911
O -1.40613 1.12206 -1.03367  -0.5855
C -2.30420 -0.46039 0.52880  -0.5330
N -3.17099 -0.01433 1.61297  -0.6718
H 2.02183 -1.09705 2.38631  0.2340
H 2.70742 -2.50673 1.55264  0.3878
H 1.08369 -1.97940 1.20422  -0.0146
H 4.02320 0.18455 2.14930  -0.3299
H 4.89339 0.68398 0.70349  0.3476
H 3.84419 2.88016 0.82256  0.2839
H 4.72178 2.47173 2.24982  0.5836
H 2.77827 3.39465 3.10746  0.4145
H 2.54843 1.68516 3.30113  0.2921
H 1.47355 2.69432 0.74141  0.7001
H 0.62371 0.54888 2.20804  0.5845
H -1.84891 1.55945 2.03831  0.7197
H -1.09421 2.55882 0.84818  0.4245
H -0.23448 -0.03665 0.15865  -0.5860
H -0.62603 1.62713 -1.24772  0.2925
H -1.91694 -1.45652 0.69191  0.1789
H -2.90480 -0.53471 -0.36770  0.1772
H -4.04484 -0.50770 1.57989  0.2751
H -2.74976 -0.18564 2.50973  0.1635
O 6.99132 2.84986 1.22107  -0.4496
C 6.92612 3.14613 0.07979  0.5895
O 7.97802 3.51973 -0.68028  -0.3621
C 7.53615 3.67688 -2.03365  -0.4475
C 6.05191 3.90910 -1.84876  0.2693
F 5.31817 3.40184 -2.86718  -0.2782
O 5.77973 3.17822 -0.66265  -0.1862
H 7.71725 2.75662 -2.58968  0.2821
H 8.05367 4.50359 -2.51029  0.2803
H 5.76852 4.95183 -1.69794  0.2797
O -6.88632 -0.72810 -3.20362  -0.5225
C -5.87882 -0.11096 -3.26844  0.6398
O -5.47335 0.80462 -2.37210  -0.3288
C -4.13477 1.21485 -2.71030  0.1149
C -4.07784 0.87444 -4.18352  0.2965
F -2.84270 0.48585 -4.58605  -0.2651
O -4.96896 -0.22693 -4.27155  -0.3276
H -3.41532 0.63523 -2.13883  -0.2033
H -3.99105 2.26902 -2.49668  0.2806
H -4.42721 1.66421 -4.85052  0.2387
O 3.97501 -1.15146 3.75578  -0.4956
C 4.91167 -1.15179 4.48208  0.5138
O 5.61558 -2.24279 4.83352  -0.3391
C 6.76039 -1.81979 5.58956  -0.4487
C 6.31217 -0.46530 6.09987  0.3291
F 7.33078 0.41635 6.20289  -0.2713
O 5.42054 -0.04567 5.07601  -0.2535
H 7.61881 -1.71884 4.92529  0.2923
H 6.98384 -2.53386 6.37572  0.2581
H 5.77287 -0.49176 7.04763  0.2841
O -10.76228 -4.59916 -5.78393  -0.4976
C -10.58669 -3.62860 -5.13659  0.6555
O -9.80888 -3.55537 -4.03650  -0.3274
C -9.72640 -2.18131 -3.62162  -0.2319
C -10.98105 -1.60260 -4.23875  0.3014
F -10.82999 -0.30893 -4.62026  -0.2752
O -11.15585 -2.41438 -5.38634  -0.3273
H -8.83088 -1.72516 -4.03741  0.2210
H -9.69611 -2.10946 -2.53900  0.2367
H -11.87329 -1.67639 -3.61449  0.2668
O -1.89054 -3.95422 0.65579  -0.5144
C -1.29495 -4.06084 -0.36046  0.6116
O -0.75257 -3.03378 -1.05203  -0.1858
C 0.02391 -3.58539 -2.13457  -0.4307
C -0.61484 -4.94513 -2.31140  0.3406
F 0.27336 -5.89078 -2.70219  -0.2971
O -1.06419 -5.23624 -0.99739  -0.3709
H 1.06287 -3.67064 -1.82834  0.2110
H -0.04998 -2.95070 -3.01234  0.2976
H -1.46875 -4.96898 -2.99029  0.2984



The following is a quantum chemistry calculation of a molecular structure, C11H16N2O5Ti at a distorted geometry, from the OMol25 dataset.

Output
Total charge = +3
Kohn-Sham gap (spin up / spin down) = 3.472 / 4.080 eV
Spin multiplicity = 2
Molar mass = 304.1 g mol⁻¹

Last column: Löwdin spin population.
Geometry (Å):
Ti -0.58309 -1.06412 -1.57855  0.8226
O 2.40324 -2.32141 -2.04116  0.0324
C 1.33620 -1.87292 -1.87744  0.0226
C -2.43395 -0.13152 -1.08235  0.0076
O -3.41764 0.41297 -0.76189  0.0159
C -1.07109 -2.70242 -0.32855  0.0013
O -1.33936 -3.57247 0.36781  0.0035
C -0.07448 0.57327 -2.82714  0.0008
O 0.19783 1.48291 -3.46993  0.0033
C -0.81436 -2.39392 -3.42263  0.0569
H -0.16322 -1.97688 -4.21291  0.0059
H -0.60621 -3.43326 -3.10784  0.0062
C -2.07224 -1.80399 -3.14974  0.0419
H -2.85549 -2.37432 -2.61637  0.0041
H -2.41293 -0.91975 -3.72006  0.0041
C 2.33894 -0.59938 0.51366  -0.0006
N 1.68103 0.38558 1.36991  -0.0022
C 2.46773 0.90435 2.44794  0.0001
C 0.39454 0.75944 1.09980  0.0060
O -0.17017 0.19208 0.10625  0.0249
N -0.36364 1.67098 1.76561  -0.0375
C -0.03482 2.48925 2.91633  -0.0059
C -1.73644 1.85863 1.30735  -0.0040
H 3.35322 -0.79405 0.88681  0.0005
H 2.46587 -0.22640 -0.51264  -0.0006
H 1.82189 -1.56922 0.53208  -0.0006
H 2.62396 1.97589 2.31461  -0.0005
H 1.98651 0.67215 3.39884  -0.0003
H 3.44514 0.42662 2.44697  0.0000
H -0.20952 3.53569 2.62970  -0.0023
H -0.75033 2.23999 3.71345  -0.0026
H 0.97040 2.37698 3.28186  0.0000
H -1.80211 2.22623 0.27608  -0.0016
H -2.35188 0.95658 1.40954  -0.0019
H -2.22354 2.61645 1.92461  -0.0001



The following is a quantum chemistry calculation of a single C4H7ClN2 molecule at a distorted geometry, from the OMol25 dataset.

Output
Kohn-Sham gap = 9.306 eV
Structure (SMILES) = CN/N=C\C=C\Cl
Molar mass = 118.6 g mol⁻¹

Last column: Mulliken charge in e.
Geometry (Å):
C 1.12165 1.31346 0.85519  -0.8083
N 0.99714 -0.08004 1.30660  -0.2951
N -0.35721 -0.54564 1.52223  -0.5706
C -1.02373 -0.76765 0.46897  -0.2557
C -0.39601 -0.68735 -0.87075  -0.0346
C -1.20178 -0.74308 -1.94191  -0.3082
Cl -0.60500 -0.68866 -3.57544  -0.1767
H 2.16896 1.60346 0.92701  0.3326
H 0.53470 2.03994 1.48690  0.2800
H 0.89257 1.39946 -0.21373  0.3125
H 1.47004 -0.16861 2.23239  0.2994
H -2.03295 -1.14709 0.52245  0.3792
H 0.69605 -0.66940 -0.92765  0.5076
H -2.26444 -0.85879 -1.79227  0.3377



The following is a quantum chemistry calculation of a single C5H5N molecule at a distorted geometry, from the OMol25 dataset.

Output
Kohn-Sham gap = 10.583 eV
Structure (SMILES) = C=C=CCC#N
Molar mass = 79.1 g mol⁻¹

Last column: Mulliken charge in e.
Geometry (Å):
C -1.71257 -0.39104 -1.20847  -0.7001
C -0.68882 -0.14848 -0.44845  0.0782
C -0.19728 0.16210 0.71633  -0.2679
C 1.27665 0.32774 1.03744  -0.2292
C 1.82770 0.03361 -0.29067  0.3274
N 1.72493 -0.24750 -1.41023  -0.4919
H -2.22594 0.44437 -1.66337  0.2444
H -2.10976 -1.39639 -1.23453  0.2434
H -1.08774 0.25271 1.32701  0.3250
H 1.54704 1.33519 1.37753  0.2352
H 1.64579 -0.37231 1.79741  0.2356



The following is a quantum chemistry calculation of a molecular structure, C27H29N6O8SZr, from the OMol25 dataset.

Output
Total charge = +3
Kohn-Sham gap = 8.332 eV
Molar mass = 688.9 g mol⁻¹

Last column: Mulliken charge in e.
Geometry (Å):
Zr -0.29652 -0.41805 0.25382  0.6708
N -3.02572 -1.36553 0.73778  0.7594
C -3.25953 0.02981 0.94744  0.0450
C -4.49376 0.52337 1.30114  -0.9347
C -4.64136 1.89480 1.40569  -0.4481
C -3.55526 2.71937 1.13745  -0.9640
C -2.35189 2.14430 0.81719  -0.3652
N -2.18865 0.80252 0.74790  0.5752
C -2.86825 -1.74164 -0.62524  0.4564
C -3.66765 -2.66600 -1.25835  -1.0706
C -3.45997 -2.87786 -2.61047  -0.4983
C -2.48637 -2.14827 -3.29030  -0.9769
C -1.71041 -1.27565 -2.57702  -0.3370
N -1.87594 -1.10148 -1.24650  0.5659
H -3.74305 -1.92416 1.18595  0.5218
H -5.32656 -0.14756 1.46844  0.4670
H -5.60146 2.31751 1.67192  0.4774
H -3.63781 3.79633 1.19053  0.5173
H -1.47913 2.75724 0.65391  0.4959
H -4.45436 -3.18013 -0.72018  0.4915
H -4.08189 -3.58621 -3.14368  0.5019
H -2.33578 -2.26036 -4.35450  0.5122
H -0.93167 -0.68915 -3.04601  0.4687
O -0.25390 -0.50842 2.47177  -0.3507
C 0.71774 -1.46188 3.08739  -0.3639
C 0.03012 -2.70911 3.55807  -0.8186
C -0.83229 -3.35621 2.46677  -0.7623
C -0.10029 -3.65617 1.18772  0.5164
C 0.52315 -4.88352 1.02229  -0.7354
C 1.19079 -5.18290 -0.15025  -0.5729
C 1.20977 -4.24365 -1.17705  -1.0042
C 0.57248 -3.05528 -0.95853  -0.0044
N -0.05913 -2.73095 0.19456  0.5387
H -0.60154 0.10540 3.13509  0.2725
H 1.24543 -0.94645 3.88473  0.5992
H 1.42965 -1.68115 2.29884  0.0697
H -0.60103 -2.49722 4.42235  0.4422
H 0.81452 -3.38894 3.90179  0.4080
H -1.67099 -2.70160 2.24603  -0.4797
H -1.25046 -4.28524 2.84984  0.7029
H 0.46384 -5.60850 1.82441  0.5951
H 1.67884 -6.14249 -0.27424  0.4843
H 1.69042 -4.44217 -2.12515  0.5709
H 0.56627 -2.31276 -1.74651  0.3999
O 0.60943 1.48329 0.76856  -0.5136
C 0.59489 1.83900 -0.46150  1.1163
O 0.11585 0.94495 -1.27832  -0.8764
C 1.04697 3.13396 -0.92659  0.6459
C 0.77244 3.54143 -2.23240  -0.2739
C 1.22015 4.78088 -2.61870  -0.5344
C 1.93685 5.61809 -1.78621  -0.3486
C 2.19449 5.16293 -0.50724  -0.5032
C 1.75820 3.94799 -0.04622  -0.6064
N 2.98250 6.01349 0.42001  1.0431
O 3.29354 5.51208 1.48118  -0.5993
O 3.23136 7.13340 0.05800  -0.5542
N 0.92363 5.23564 -3.99904  1.0582
O 1.40264 6.28737 -4.33792  -0.5618
O 0.22632 4.50858 -4.67120  -0.5982
H 0.22539 2.92675 -2.93376  0.7908
H 2.28412 6.58633 -2.12217  0.6591
H 1.97550 3.65554 0.97176  0.7955
C 4.14430 -1.03839 -1.02736  -1.0601
S 3.05008 0.08111 -0.23264  0.5591
C 3.84846 0.27171 1.32809  -1.1008
O 1.79028 -0.80649 0.07756  -0.4640
H 5.09944 -0.51885 -1.13390  0.4911
H 3.73812 -1.26250 -2.01151  0.3645
H 4.23956 -1.92949 -0.40847  0.3929
H 4.72878 0.89855 1.16889  0.5515
H 4.12701 -0.70952 1.71105  0.4319
H 3.14933 0.78816 1.98323  0.2559